[1]
A structure of composition C27H63N10O12Y in a non-equilibrium geometry, computed with ωB97M-V/def2-TZVPD.

* E_tot: -69530.68425 eV
* HOMO-LUMO gap (spin up / spin down): 4.99 / 9.10 eV
* molar mass: 808.765 g/mol
* HOMO level (spin up / spin down): -6.7 / -10.9 eV
* charge: +1
* LUMO energy (spin up / spin down): -1.74 / -1.83 eV
* 2S+1: 2
* largest force on an atom: 6.3 eV/A
* expectation value of S²: 0.7503

Geometry (Å):
Y1 13.3774 -30.8569 -7.3856
N1 16.7914 -30.7023 -8.4888
O1 15.6179 -30.8998 -8.1577
O2 17.2923 -31.5834 -9.1793
O3 17.4582 -29.7740 -7.9890
C1 18.5622 -25.7331 -12.4781
C2 18.0916 -25.9702 -11.0418
O4 16.9036 -25.7515 -10.6926
N2 19.0307 -26.4458 -10.2010
C3 18.8103 -26.7136 -8.7980
H1 18.3259 -26.6118 -13.0781
H2 19.6333 -25.5810 -12.3450
H3 17.9551 -24.9511 -12.9342
H4 19.9717 -26.5702 -10.5464
H5 19.2815 -25.9395 -8.1924
H6 19.1988 -27.7275 -8.7019
H7 17.7890 -26.6635 -8.4204
C4 18.7587 -32.8018 -6.2151
C5 19.8713 -31.7528 -5.9101
O5 20.9458 -32.0550 -5.4016
N3 19.6632 -30.5277 -6.2705
C6 20.6413 -29.3980 -6.0824
H8 17.8348 -32.2806 -6.4657
H9 18.4963 -33.2609 -5.2619
H10 19.0480 -33.5257 -6.9769
H11 18.9314 -30.3779 -6.9503
H12 20.9109 -29.4159 -5.0264
H13 20.3133 -28.3636 -6.1856
H14 21.5395 -29.5499 -6.6810
C7 18.8155 -30.4782 -12.4041
C8 18.3109 -30.4102 -13.8012
O6 17.2837 -29.8078 -14.1270
N4 19.0399 -31.1517 -14.7282
C9 18.5286 -31.2030 -16.0551
H15 18.7889 -29.5045 -11.9149
H16 19.8565 -30.7770 -12.5269
H17 18.3299 -31.1038 -11.6552
H18 19.8402 -31.6894 -14.4273
H19 18.9763 -31.9459 -16.7152
H20 18.2212 -30.2448 -16.4740
H21 17.5691 -31.7196 -16.0317
C10 21.6478 -31.5303 -10.4356
C11 21.6977 -32.9796 -10.0930
O7 22.7755 -33.5781 -10.0046
N5 20.5436 -33.6413 -9.8555
C12 20.6090 -35.0767 -9.5009
H22 22.0796 -31.3750 -11.4243
H23 22.2554 -30.9346 -9.7544
H24 20.6728 -31.0433 -10.4591
H25 19.6364 -33.2016 -9.9178
H26 21.2200 -35.4122 -8.6629
H27 20.9036 -35.5270 -10.4489
H28 19.6207 -35.4063 -9.1804
C13 14.9498 -34.1768 -4.5593
C14 15.2801 -32.7682 -4.7991
O8 14.7609 -32.2021 -5.7826
N6 16.1684 -32.2390 -3.9001
C15 16.6825 -30.8337 -4.0322
H29 15.7230 -34.7531 -5.0674
H30 13.9185 -34.3894 -4.8412
H31 14.9746 -34.2939 -3.4759
H32 16.4084 -32.8403 -3.1249
H33 16.2151 -30.2564 -3.2346
H34 16.5032 -30.3440 -4.9894
H35 17.7289 -30.7947 -3.7292
C16 14.5659 -26.4951 -8.0586
C17 14.6082 -27.7253 -8.7740
O9 14.1019 -28.7241 -8.2896
N7 14.9783 -27.7418 -10.0676
C18 14.8153 -28.8278 -11.0449
H36 14.1630 -26.6805 -7.0629
H37 13.9194 -25.7713 -8.5548
H38 15.5345 -26.0740 -7.7892
H39 15.3603 -26.8692 -10.4032
H40 15.2168 -29.7163 -10.5575
H41 15.4162 -28.4250 -11.8602
H42 13.7695 -28.9305 -11.3342
C19 11.0827 -31.0692 -11.1552
C20 12.4788 -31.2545 -10.7674
O10 12.8556 -30.9175 -9.6577
N8 13.2048 -32.0326 -11.6280
C21 14.6049 -32.3224 -11.4945
H43 10.9552 -30.6885 -12.1685
H44 10.5114 -30.5151 -10.4104
H45 10.6576 -32.0721 -11.1952
H46 12.7899 -32.1294 -12.5437
H47 15.3294 -31.7390 -12.0626
H48 14.8516 -33.3284 -11.8338
H49 15.0397 -32.3827 -10.4968
C22 12.6963 -28.2142 -3.8827
C23 13.9031 -28.5407 -4.7074
O11 13.8831 -29.3713 -5.5358
N9 14.9739 -27.8266 -4.4304
C24 16.1924 -27.7513 -5.2365
H50 12.2000 -27.3024 -4.2151
H51 13.1402 -28.0732 -2.8973
H52 12.0328 -29.0737 -3.7875
H53 14.9807 -27.6847 -3.4305
H54 16.0522 -28.3670 -6.1250
H55 17.0519 -28.0385 -4.6308
H56 16.3042 -26.6758 -5.3740
C25 15.9680 -34.5600 -7.8565
C26 14.4668 -34.4670 -8.1906
O12 13.9189 -33.3491 -8.1310
N10 13.7145 -35.4891 -8.6180
C27 14.0396 -36.8061 -8.8644
H57 16.2456 -35.6136 -7.8230
H58 16.1591 -34.0730 -6.9003
H59 16.5803 -34.0124 -8.5730
H60 12.7759 -35.1743 -8.8180
H61 14.8749 -36.7844 -9.5643
H62 13.1632 -37.2991 -9.2850
H63 14.3497 -37.3838 -7.9936

Löwdin atomic charge list, values in e, 99 entries: atom 1 (Y): 1.447, atom 2 (N): -0.547, atom 3 (O): -0.159, atom 4 (O): -0.004, atom 5 (O): -0.022, atom 6 (C): 0.019, atom 7 (C): -0.494, atom 8 (O): -0.023, atom 9 (N): 0.012, atom 10 (C): -0.058, atom 11 (H): 0.080, atom 12 (H): 0.077, atom 13 (H): 0.091, atom 14 (H): 0.138, atom 15 (H): 0.089, atom 16 (H): 0.076, atom 17 (H): 0.067, atom 18 (C): 0.020, atom 19 (C): -0.582, atom 20 (O): 0.030, atom 21 (N): 0.030, atom 22 (C): -0.027, atom 23 (H): 0.044, atom 24 (H): 0.073, atom 25 (H): 0.075, atom 26 (H): 0.071, atom 27 (H): 0.079, atom 28 (H): 0.067, atom 29 (H): 0.082, atom 30 (C): -0.005, atom 31 (C): -0.522, atom 32 (O): 0.018, atom 33 (N): -0.001, atom 34 (C): -0.105, atom 35 (H): 0.082, atom 36 (H): 0.058, atom 37 (H): 0.071, atom 38 (H): 0.133, atom 39 (H): 0.091, atom 40 (H): 0.092, atom 41 (H): 0.078, atom 42 (C): -0.006, atom 43 (C): -0.554, atom 44 (O): 0.034, atom 45 (N): 0.014, atom 46 (C): -0.065, atom 47 (H): 0.086, atom 48 (H): 0.088, atom 49 (H): 0.049, atom 50 (H): 0.113, atom 51 (H): 0.089, atom 52 (H): 0.087, atom 53 (H): 0.065, atom 54 (C): 0.011, atom 55 (C): -0.514, atom 56 (O): -0.106, atom 57 (N): 0.060, atom 58 (C): -0.029, atom 59 (H): 0.092, atom 60 (H): 0.106, atom 61 (H): 0.092, atom 62 (H): 0.141, atom 63 (H): 0.079, atom 64 (H): 0.065, atom 65 (H): 0.089, atom 66 (C): 0.018, atom 67 (C): -0.541, atom 68 (O): -0.092, atom 69 (N): 0.056, atom 70 (C): -0.006, atom 71 (H): 0.083, atom 72 (H): 0.116, atom 73 (H): 0.087, atom 74 (H): 0.090, atom 75 (H): 0.067, atom 76 (H): 0.097, atom 77 (H): 0.088, atom 78 (C): 0.013, atom 79 (C): -0.525, atom 80 (O): -0.127, atom 81 (N): 0.063, atom 82 (C): -0.072, atom 83 (H): 0.099, atom 84 (H): 0.099, atom 85 (H): 0.103, atom 86 (H): 0.148, atom 87 (H): 0.084, atom 88 (H): 0.088, atom 89 (H): 0.064, atom 90 (C): 0.035, atom 91 (C): -0.611, atom 92 (O): -0.068, atom 93 (N): 0.030, atom 94 (C): -0.036, atom 95 (H): 0.102, atom 96 (H): 0.084, atom 97 (H): 0.092, atom 98 (H): 0.142, atom 99 (H): 0.075



[2]
A structure of composition C26H17IrN4O4, computed with ωB97M-V/def2-TZVPD.

* E_tot: -44228.09895 eV
* HOMO-LUMO gap: 7.46 eV
* molar mass: 641.663 g/mol
* HOMO level: -8.6 eV
* LUMO energy: -1.10 eV
* largest force on an atom: 0.2 eV/A

Geometry (Å):
Ir1 0.1097 -0.1509 -1.7825
O1 -3.1921 2.1805 -1.9383
C1 -2.1070 1.6421 -1.9181
O2 -1.8704 0.3690 -2.0859
C2 -0.8573 2.4939 -1.6913
C3 -0.7688 3.8724 -1.6378
C4 0.4926 4.4432 -1.5074
C5 1.6396 3.6528 -1.4516
C6 1.4870 2.2836 -1.5059
N1 0.2583 1.7784 -1.5983
C7 2.5842 1.2210 -1.5314
O3 3.7435 1.5554 -1.4752
O4 2.1506 -0.0161 -1.6513
H1 -1.6708 4.4632 -1.7103
H2 0.5876 5.5203 -1.4618
H3 2.6320 4.0731 -1.3728
N2 -0.5670 -0.7196 -0.0398
C8 -0.3720 -0.1329 1.0663
C9 0.5618 0.9978 1.3604
C10 1.9345 0.7770 1.3523
C11 2.8078 1.8015 1.6949
C12 2.3116 3.0462 2.0496
C13 0.9393 3.2671 2.0665
C14 0.0658 2.2432 1.7352
C15 -1.1180 -0.6770 2.2455
C16 -0.5577 -0.6507 3.5198
C17 -1.2499 -1.1833 4.5974
C18 -2.5134 -1.7258 4.4137
C19 -3.0855 -1.7336 3.1483
C20 -2.3913 -1.2130 2.0684
H4 2.3172 -0.1940 1.0630
H5 3.8749 1.6257 1.6685
H6 2.9919 3.8452 2.3156
H7 0.5488 4.2375 2.3465
H8 -1.0059 2.4046 1.7690
H9 0.4241 -0.2185 3.6669
H10 -0.8030 -1.1705 5.5831
H11 -3.0565 -2.1317 5.2573
H12 -4.0797 -2.1368 3.0054
H13 -2.8305 -1.1959 1.0798
N3 -0.1512 -7.3350 -3.6692
C21 -0.1119 -6.2318 -3.3545
C22 -0.0625 -4.8483 -2.9606
C23 1.0248 -4.0562 -3.3138
C24 1.0279 -2.7354 -2.9165
N4 0.0231 -2.1966 -2.2124
C25 -1.0149 -2.9603 -1.8606
C26 -1.0960 -4.2921 -2.2189
H14 1.8525 -4.4591 -3.8781
H15 1.8629 -2.0833 -3.1373
H16 -1.7698 -2.4642 -1.2677
H17 -1.9511 -4.8822 -1.9240

Okay, here come the Löwdin numbers, in e, for every atom: atom 1 (Ir): 1.389, atom 2 (O): 0.084, atom 3 (C): -0.571, atom 4 (O): -0.173, atom 5 (C): -0.150, atom 6 (C): 0.031, atom 7 (C): -0.017, atom 8 (C): 0.029, atom 9 (C): -0.160, atom 10 (N): -0.039, atom 11 (C): -0.581, atom 12 (O): 0.095, atom 13 (O): -0.185, atom 14 (H): 0.128, atom 15 (H): 0.115, atom 16 (H): 0.131, atom 17 (N): 0.010, atom 18 (C): -0.295, atom 19 (C): -0.213, atom 20 (C): -0.046, atom 21 (C): -0.067, atom 22 (C): -0.081, atom 23 (C): -0.076, atom 24 (C): -0.033, atom 25 (C): -0.169, atom 26 (C): -0.025, atom 27 (C): -0.079, atom 28 (C): -0.090, atom 29 (C): -0.079, atom 30 (C): -0.031, atom 31 (H): 0.127, atom 32 (H): 0.114, atom 33 (H): 0.105, atom 34 (H): 0.106, atom 35 (H): 0.128, atom 36 (H): 0.115, atom 37 (H): 0.103, atom 38 (H): 0.101, atom 39 (H): 0.103, atom 40 (H): 0.108, atom 41 (N): 0.179, atom 42 (C): -0.162, atom 43 (C): -0.206, atom 44 (C): 0.013, atom 45 (C): -0.086, atom 46 (N): -0.106, atom 47 (C): -0.084, atom 48 (C): 0.020, atom 49 (H): 0.128, atom 50 (H): 0.113, atom 51 (H): 0.106, atom 52 (H): 0.129



[3]
The ion C4H11N2O2 with charge +1 in a non-equilibrium geometry, computed with ωB97M-V/def2-TZVPD.

* E_tot: -11391.21730 eV
* HOMO-LUMO gap: 9.62 eV
* molar mass: 119.144 g/mol
* HOMO level: -14.4 eV
* charge: +1
* LUMO energy: -4.79 eV
* largest force on an atom: 4.9 eV/A

Geometry (Å):
C1 -0.8441 1.9058 -0.4031
N1 -0.0493 0.6753 -0.7579
C2 0.3710 -0.3482 0.3043
C3 -0.2454 0.0243 1.7265
C4 0.0493 -1.8254 -0.2164
O1 0.1276 -1.7405 -1.6343
N2 1.8215 -0.2795 0.5255
O2 2.4109 0.5585 -0.1274
H1 0.0409 2.6432 -0.1511
H2 -1.3384 2.4475 -1.1986
H3 -1.4072 1.7371 0.4607
H4 -0.5752 0.1545 -1.5617
H5 0.9004 1.0065 -1.1684
H6 -0.0095 1.0688 2.0751
H7 -1.2373 -0.0509 1.7004
H8 0.1683 -0.6684 2.4339
H9 0.8333 -2.6555 -0.0482
H10 -1.0098 -2.0929 0.0827
H11 -0.0070 -2.5600 -2.0420

Okay, here come the Löwdin numbers, in e, for every atom: atom 1 (C): 0.014, atom 2 (N): 0.034, atom 3 (C): -0.385, atom 4 (C): 0.023, atom 5 (C): -0.116, atom 6 (O): -0.066, atom 7 (N): 0.075, atom 8 (O): 0.066, atom 9 (H): 0.150, atom 10 (H): 0.104, atom 11 (H): 0.058, atom 12 (H): 0.204, atom 13 (H): 0.177, atom 14 (H): 0.123, atom 15 (H): 0.037, atom 16 (H): 0.098, atom 17 (H): 0.170, atom 18 (H): 0.150, atom 19 (H): 0.083



[4]
An isolated molecule of C12H24N2O3 in a non-equilibrium geometry, computed with ωB97M-V/def2-TZVPD.

* E_tot: -21953.92091 eV
* HOMO-LUMO gap: 10.39 eV
* molar mass: 244.335 g/mol
* HOMO level: -9.8 eV
* LUMO energy: 0.56 eV
* largest force on an atom: 4.2 eV/A

Geometry (Å):
C1 4.2221 0.0093 -0.4642
C2 3.1080 0.4186 0.5116
C3 2.2912 1.6427 -0.1637
C4 3.1895 2.9072 -0.3094
C5 0.8195 1.8749 0.6751
N1 1.0588 2.3660 2.0179
C6 -0.0227 0.5916 0.8378
O1 0.1280 -0.0213 1.8976
N2 -0.6899 0.0857 -0.2418
C7 -0.8229 -1.3093 -0.4224
C8 -2.1772 -1.7122 -0.8933
C9 -3.3315 -1.4716 0.1720
C10 -4.2952 -2.6586 0.3010
C11 -3.9885 -0.0485 0.0318
C12 0.2225 -1.8947 -1.4638
O2 0.1694 -2.9888 -1.8735
O3 1.0360 -0.9377 -1.6812
H1 4.3763 0.8657 -1.1418
H2 5.1744 -0.3506 0.0960
H3 3.8301 -0.9103 -0.9837
H4 2.4592 -0.3750 0.7986
H5 3.4391 0.8494 1.4710
H6 1.8385 1.3547 -1.0799
H7 4.2058 2.6924 -0.0107
H8 3.2345 3.4727 -1.2907
H9 2.7836 3.6963 0.3875
H10 0.0520 2.6144 0.2328
H11 0.2473 2.3942 2.6053
H12 1.5028 1.5230 2.4942
H13 -0.6544 0.5739 -1.1550
H14 -0.5691 -1.8037 0.5278
H15 -2.4810 -1.1816 -1.8216
H16 -2.2609 -2.7330 -1.1917
H17 -2.9552 -1.3092 1.1580
H18 -3.6157 -3.6623 0.3180
H19 -5.0599 -2.5876 -0.5861
H20 -5.0032 -2.4786 1.1419
H21 -4.3831 0.2073 -0.8832
H22 -4.7309 -0.0150 0.7738
H23 -3.1196 0.6438 0.1800
H24 0.7722 -0.3342 -0.9721

Okay, here come the Löwdin numbers, in e, for every atom: atom 1 (C): -0.099, atom 2 (C): -0.218, atom 3 (C): -0.246, atom 4 (C): -0.076, atom 5 (C): -0.254, atom 6 (N): 0.021, atom 7 (C): -0.432, atom 8 (O): 0.058, atom 9 (N): 0.084, atom 10 (C): -0.243, atom 11 (C): -0.112, atom 12 (C): -0.408, atom 13 (C): -0.095, atom 14 (C): -0.060, atom 15 (C): -0.534, atom 16 (O): 0.168, atom 17 (O): 0.154, atom 18 (H): 0.065, atom 19 (H): 0.102, atom 20 (H): 0.080, atom 21 (H): 0.078, atom 22 (H): 0.110, atom 23 (H): 0.085, atom 24 (H): 0.060, atom 25 (H): 0.091, atom 26 (H): 0.083, atom 27 (H): 0.161, atom 28 (H): 0.066, atom 29 (H): 0.096, atom 30 (H): 0.186, atom 31 (H): 0.173, atom 32 (H): 0.139, atom 33 (H): 0.097, atom 34 (H): 0.106, atom 35 (H): 0.128, atom 36 (H): 0.103, atom 37 (H): 0.069, atom 38 (H): 0.039, atom 39 (H): 0.056, atom 40 (H): 0.078, atom 41 (H): 0.043